# 1
# C30H40BrIrN4O4S

A structure of composition C30H40BrIrN4O4S (wB97M-V/def2-TZVPD, the OMol25 dataset).

Geometry as XYZ:
```
81
Properties=species:S:1:pos:R:3:forces:R:3:lowdin_spin:R:1
Ir 1.890 -0.276 0.277 -0.333 1.979 0.443 0.009
C 0.137 5.012 -0.334 -0.083 -0.071 0.047 0.000
N 0.389 3.697 -0.917 -0.066 -0.004 -0.120 0.000
C 0.024 3.535 -2.322 0.039 -0.012 -0.018 0.000
C 0.838 2.662 -0.215 0.109 -0.066 -0.015 0.000
O 1.074 1.564 -0.753 0.408 -0.363 -0.160 0.002
C 1.083 2.865 1.270 0.086 -0.093 -0.120 0.000
O 1.019 1.601 1.877 -0.633 0.359 0.411 -0.001
C 1.787 1.457 3.036 0.236 -0.178 -0.281 0.000
C 3.173 0.970 2.602 -0.127 -0.325 0.313 0.000
O 3.415 0.806 1.373 -0.611 -0.429 -0.394 -0.001
N 4.078 0.705 3.520 0.253 0.135 -0.175 0.000
C 5.377 0.150 3.140 0.052 -0.033 -0.079 0.000
C 3.901 0.955 4.944 -0.020 0.041 0.037 0.000
H 0.214 5.753 -1.125 0.033 0.000 -0.009 0.000
H -0.866 5.072 0.094 0.004 -0.004 0.009 0.000
H 0.874 5.258 0.426 0.010 0.015 -0.016 0.000
H 0.580 4.242 -2.936 0.008 0.011 0.025 0.000
H 0.252 2.525 -2.642 -0.002 -0.016 0.005 0.000
H -1.044 3.721 -2.445 0.005 0.017 0.012 0.000
H 2.075 3.325 1.365 0.007 -0.010 0.098 0.000
H 0.336 3.521 1.723 0.007 0.071 -0.079 0.000
H 1.848 2.393 3.598 0.045 -0.022 0.045 0.000
H 1.308 0.696 3.652 0.029 0.002 0.035 0.000
H 5.421 0.035 2.063 -0.012 -0.006 -0.005 0.000
H 6.175 0.816 3.467 -0.035 0.018 0.033 0.000
H 5.505 -0.823 3.614 -0.029 0.020 0.043 0.000
H 2.879 1.227 5.185 -0.005 -0.025 -0.018 0.000
H 4.156 0.051 5.496 -0.023 -0.025 -0.020 0.000
H 4.566 1.756 5.267 0.007 0.004 -0.015 0.000
C -5.347 -1.986 -3.094 0.050 0.010 0.011 0.015
C -4.479 -3.062 -2.419 -0.070 -0.006 0.002 0.026
C -5.322 -3.836 -1.390 0.058 0.010 0.014 0.015
C -3.990 -4.042 -3.486 0.035 0.024 0.041 0.000
C -3.336 -2.377 -1.694 0.047 0.038 0.029 0.217
C -1.991 -2.631 -2.006 -0.133 0.015 -0.008 0.009
C -1.009 -1.987 -1.315 0.182 -0.046 0.005 0.161
Br 0.792 -2.334 -1.689 0.064 0.155 0.101 0.037
C -1.281 -1.036 -0.258 -0.188 -0.126 0.023 0.115
O -0.356 -0.490 0.379 0.008 -0.134 -0.043 0.257
C -2.684 -0.761 0.042 0.002 0.034 0.043 0.110
C -3.630 -1.442 -0.668 0.005 -0.032 -0.044 0.001
C -3.046 0.260 1.116 0.106 0.040 0.089 0.010
C -4.561 0.410 1.272 0.049 -0.026 -0.056 -0.001
C -2.469 -0.174 2.476 -0.029 0.003 -0.055 0.007
C -2.473 1.634 0.721 -0.019 -0.049 -0.046 0.007
H -6.179 -2.460 -3.615 0.013 -0.002 0.003 0.002
H -4.763 -1.420 -3.822 -0.032 -0.004 -0.011 0.000
H -5.761 -1.283 -2.369 -0.016 -0.010 -0.014 0.000
H -6.128 -4.361 -1.904 -0.001 0.013 0.006 0.002
H -5.771 -3.175 -0.648 -0.001 -0.012 -0.006 0.000
H -4.712 -4.574 -0.866 -0.031 -0.009 -0.001 0.000
H -4.849 -4.518 -3.958 0.003 0.013 -0.003 0.000
H -3.373 -4.831 -3.053 -0.012 -0.004 -0.032 0.000
H -3.421 -3.536 -4.269 -0.001 -0.026 0.004 0.000
H -1.720 -3.329 -2.784 -0.035 -0.012 0.014 -0.002
H -4.670 -1.259 -0.442 0.000 -0.027 -0.035 -0.003
H -5.027 -0.519 1.605 -0.017 0.018 -0.015 0.000
H -5.036 0.736 0.344 -0.018 -0.005 0.026 0.000
H -4.760 1.169 2.030 -0.014 -0.016 0.004 0.000
H -2.850 -1.157 2.760 0.019 0.008 0.022 0.000
H -2.775 0.543 3.241 -0.012 -0.011 -0.010 0.001
H -1.383 -0.220 2.458 0.010 -0.019 0.014 0.000
H -2.852 1.942 -0.256 0.001 0.029 0.026 0.000
H -1.387 1.598 0.685 0.010 0.006 0.011 0.000
H -2.779 2.378 1.460 0.005 -0.006 -0.009 0.001
N 7.736 -0.486 -4.165 -0.029 -0.014 0.020 0.000
C 6.803 -0.506 -3.495 -0.060 0.004 0.052 0.000
C 5.633 -0.510 -2.653 0.107 0.065 -0.117 0.000
C 4.716 0.535 -2.743 -0.083 -0.061 0.030 0.000
C 3.595 0.543 -1.927 0.300 -0.093 -0.208 0.001
C 3.397 -0.483 -1.004 -0.244 -0.040 0.386 0.000
C 4.303 -1.532 -0.929 0.105 -0.170 -0.074 0.000
C 5.419 -1.549 -1.754 -0.006 -0.064 0.008 0.000
H 4.885 1.337 -3.450 0.002 -0.015 -0.013 0.000
H 2.886 1.351 -2.023 0.018 0.029 0.043 0.000
H 4.146 -2.346 -0.232 -0.022 0.059 0.060 0.000
H 6.126 -2.366 -1.701 0.001 0.005 0.011 0.000
S 0.175 -3.283 3.075 -0.035 0.033 0.025 0.000
C 1.164 -2.292 2.321 0.166 -0.027 -0.042 0.000
N 1.933 -1.552 1.798 0.387 -0.534 -0.314 0.001
```
Forces are in eV/Å.

Values from the calculation:
ΔE to the lowest compared entry with this formula, charge and spin = 182.9 kJ/mol
charge = +1
multiplicity = 2
molar mass = 824.862 u
<S²> = 0.78
HOMO (alpha / beta) = -10.4 / -10.4 eV
E_LUMO (alpha / beta) = -3.070 / -4.961 eV
orbital gap (alpha / beta) = 7.3 / 5.4 eV
E_tot = -129618.839 eV

***

# 2
# C24H32O24

A cluster of 8 separate species, C24H32O24 in total (wB97M-V/def2-TZVPD, the OMol25 dataset).

Geometry as XYZ:
```
80
Properties=species:S:1:pos:R:3:forces:R:3:lowdin_charge:R:1
C 4.628 -0.092 -2.422 1.590 1.441 -0.659 -0.139
C 5.547 0.755 -3.347 -1.127 0.690 0.751 -0.085
O 6.687 -0.100 -3.506 0.393 4.976 -0.889 0.111
C 6.350 -1.298 -3.424 2.114 -7.592 0.741 -0.495
O 7.168 -2.237 -3.732 -4.893 3.755 1.486 0.085
O 5.075 -1.390 -2.763 1.009 -1.118 -0.790 0.036
H 3.558 0.108 -2.477 -0.024 -0.606 -0.722 0.116
H 4.894 0.272 -1.429 0.218 -0.969 0.526 0.123
H 5.800 1.686 -2.839 0.506 -0.173 -0.175 0.131
H 5.100 1.029 -4.303 0.205 -0.386 -0.255 0.120
C -3.423 0.071 -4.567 -1.609 -1.592 1.530 -0.068
C -2.418 -0.645 -3.735 1.571 0.429 0.381 -0.159
O -3.026 -1.771 -3.081 -1.546 -0.107 -1.280 0.057
C -4.364 -1.436 -3.016 -1.343 0.926 2.368 -0.491
O -5.210 -1.877 -2.240 2.557 0.320 -2.404 0.117
O -4.617 -0.301 -3.751 0.324 0.199 -0.248 0.029
H -3.705 -0.334 -5.538 0.760 0.196 -0.197 0.135
H -3.098 1.111 -4.557 -0.990 0.210 -0.080 0.132
H -2.124 -0.037 -2.879 0.083 0.490 -0.313 0.121
H -1.527 -0.763 -4.351 0.071 -1.266 0.414 0.122
C 3.250 -0.872 5.343 0.791 1.601 1.856 -0.107
C 2.751 -1.893 4.431 -0.808 -0.992 -1.688 -0.111
O 3.582 -3.035 4.717 -1.060 -1.302 -1.663 0.108
C 4.528 -2.732 5.565 2.127 -2.648 3.020 -0.624
O 5.357 -3.460 6.126 -1.769 0.910 -2.302 0.097
O 4.381 -1.519 5.975 -0.072 3.594 0.443 0.092
H 2.595 -0.546 6.151 -0.200 -0.325 -0.077 0.124
H 3.538 0.057 4.852 0.409 -0.156 -0.043 0.129
H 2.837 -1.609 3.382 0.489 -0.220 0.016 0.110
H 1.687 -2.114 4.509 0.149 -0.479 0.510 0.139
C -4.614 3.593 0.241 -2.169 2.585 2.625 -0.174
C -3.696 4.234 1.301 -0.842 1.384 0.845 -0.100
O -2.940 3.146 1.774 1.442 -0.464 -0.546 0.062
C -2.999 2.180 0.876 0.475 -5.031 -0.653 -0.454
O -2.382 1.085 0.913 -1.976 4.426 -0.194 0.099
O -4.026 2.429 -0.023 3.930 -3.288 -0.994 0.070
H -4.825 4.266 -0.590 0.188 -0.410 -0.190 0.142
H -5.519 3.263 0.751 -0.754 0.878 -0.192 0.140
H -4.122 4.579 2.244 -0.865 0.358 -0.501 0.136
H -3.121 5.079 0.924 0.595 -0.402 -0.189 0.132
C 0.286 0.043 -0.414 1.037 -0.079 -0.664 -0.085
C 1.288 0.725 0.580 -2.288 -0.122 0.057 -0.097
O 1.623 -0.388 1.307 3.690 0.311 2.270 0.050
C 1.012 -1.505 1.079 -1.323 -0.807 -0.158 -0.594
O 1.260 -2.501 1.680 -0.522 -0.360 -0.536 0.177
O 0.045 -1.265 0.155 -0.152 0.034 0.162 0.057
H 0.856 -0.193 -1.311 -0.304 0.386 -0.446 0.115
H -0.647 0.561 -0.638 0.251 -0.197 0.250 0.096
H 0.785 1.329 1.336 -0.115 0.824 -0.540 0.124
H 2.198 1.204 0.217 -0.337 -0.007 -0.420 0.130
C -1.419 2.910 4.934 -3.725 -0.216 -1.085 -0.205
C -1.439 1.494 4.445 -1.408 0.233 0.234 -0.119
O -0.348 1.004 5.160 1.079 -2.476 0.572 0.089
C 0.498 1.975 5.413 2.169 1.208 0.291 -0.520
O 1.611 1.907 5.892 -2.177 -0.021 -0.918 0.151
O -0.102 3.137 4.976 3.744 1.174 0.767 0.074
H -1.883 3.074 5.906 -0.165 -0.103 0.114 0.144
H -1.950 3.465 4.159 0.309 0.713 0.258 0.123
H -1.254 1.517 3.371 0.023 -0.502 -0.066 0.119
H -2.332 0.933 4.719 0.147 -0.060 -0.241 0.149
C -3.846 -4.140 0.644 0.289 1.750 -2.504 -0.138
C -2.487 -3.613 0.225 0.546 3.171 0.813 -0.170
O -1.539 -4.411 0.793 0.679 -4.466 1.242 0.064
C -2.205 -5.465 1.336 2.058 -2.403 1.740 -0.520
O -1.703 -6.360 1.993 -0.808 1.795 -1.450 0.134
O -3.527 -5.410 1.087 -0.405 -0.698 0.572 0.087
H -4.315 -4.097 -0.339 -1.153 -0.778 0.402 0.123
H -4.382 -3.471 1.317 0.077 -0.526 0.443 0.136
H -2.164 -2.784 0.855 -1.130 1.821 -1.425 0.134
H -2.310 -3.549 -0.849 -0.207 0.383 0.099 0.135
C 1.546 2.196 -5.710 1.405 -0.356 -0.994 -0.134
C 1.404 0.709 -5.570 -0.218 -1.395 -3.389 -0.143
O 0.393 0.513 -4.679 -1.999 -0.767 3.115 0.049
C 0.150 1.638 -3.999 0.354 0.262 1.853 -0.527
O -0.429 1.762 -2.937 0.509 -0.230 -2.231 0.137
O 0.802 2.610 -4.639 -0.885 2.767 2.055 0.087
H 1.186 2.668 -6.624 -0.232 -0.349 -0.066 0.141
H 2.607 2.436 -5.637 -0.070 0.527 0.395 0.132
H 2.294 0.142 -5.298 -0.013 0.131 -0.044 0.141
H 0.880 0.319 -6.443 1.322 -0.411 -0.790 0.145
```
Forces are in eV/Å.

Values from the calculation:
ΔE to the lowest compared entry with this formula, charge and spin = 601.0 kJ/mol
structure (SMILES) = O=C1OCCO1.O=C1OCCO1.O=C1OCCO1.O=C1OCCO1.O=C1OCCO1.O=C1OCCO1.O=C1OCCO1.O=C1OCCO1
molar mass = 704.496 u
HOMO = -9.7 eV
E_LUMO = -0.603 eV
orbital gap = 9.1 eV
E_tot = -74541.589 eV

***

# 3
# H18O9

A cluster of 9 separate species, H18O9 in total (wB97M-V/def2-TZVPD, the OMol25 dataset).

Geometry as XYZ:
```
27
Properties=species:S:1:pos:R:3:forces:R:3:nbo_charge:R:1
O -3.715 -1.893 5.795 0.202 0.187 0.083 -0.930
H -3.985 -2.804 5.678 0.131 -0.314 0.082 0.470
H -4.278 -1.397 5.201 -0.265 0.140 0.047 0.462
O -3.929 -1.148 3.044 -0.401 -0.194 -0.569 -1.001
H -4.147 -0.222 2.936 -0.155 0.479 0.111 0.500
H -3.049 -1.146 3.421 0.520 -0.212 0.328 0.521
O -7.461 -0.244 2.641 -0.062 -0.143 0.137 -0.908
H -7.044 0.569 2.355 -0.045 0.361 -0.130 0.471
H -6.781 -0.911 2.540 0.060 -0.215 -0.039 0.446
O -5.215 -1.298 0.343 -0.427 -0.444 0.393 -0.922
H -4.601 -1.169 1.066 0.584 0.484 0.337 0.484
H -4.675 -1.632 -0.373 0.301 -0.064 -0.663 0.506
O -8.300 -4.090 2.611 0.305 0.507 0.517 -0.614
H -8.947 -4.689 2.240 -0.798 -0.311 -0.347 0.496
H -7.464 -4.385 2.249 0.713 -0.092 -0.167 0.481
O -3.393 -4.580 4.239 -0.318 0.564 -0.304 -0.929
H -4.263 -4.964 4.353 -0.265 -0.329 0.207 0.473
H -2.856 -5.299 3.905 0.343 -0.245 -0.020 0.491
O -3.965 -4.129 -0.455 -0.458 0.560 0.337 -0.934
H -3.074 -4.460 -0.346 0.434 -0.074 -0.075 0.497
H -4.524 -4.818 -0.096 -0.108 -0.492 -0.088 0.475
O -7.009 -2.834 -1.294 -0.183 -0.283 -0.100 -0.907
H -7.044 -2.007 -0.814 -0.123 0.337 0.130 0.480
H -6.311 -3.330 -0.867 0.197 -0.111 -0.136 0.445
O -5.401 -3.346 2.142 -1.384 -1.453 0.487 -0.587
H -4.768 -2.951 2.741 0.936 0.681 1.047 0.526
H -5.200 -2.958 1.290 0.264 0.675 -1.605 0.508
```
Forces are in eV/Å.

Values from the calculation:
ΔE to the lowest compared entry with this formula, charge and spin = 137.6 kJ/mol
charge = +1
multiplicity = 2
molar mass = 162.135 u
<S²> = 0.76
HOMO (alpha / beta) = -14.3 / -14.3 eV
E_LUMO (alpha / beta) = -3.694 / -11.195 eV
orbital gap (alpha / beta) = 10.7 / 3.1 eV
E_tot = -18708.581 eV

***

# 4
# CH3NO4S

The molecule CH3NO4S (wB97M-V/def2-TZVPD, the OMol25 dataset).

Geometry as XYZ:
```
10
Properties=species:S:1:pos:R:3:forces:R:3:nbo_charge:R:1
C -0.039 -1.412 0.663 -0.470 0.454 0.021 -0.844
N 0.693 1.814 -0.542 -0.248 -0.595 -0.203 0.749
O 0.587 2.985 -0.614 -0.251 1.059 0.054 -0.313
O -0.357 1.221 0.163 -1.353 0.318 1.212 -0.647
O -1.685 -0.574 -1.186 -0.546 -0.298 -0.763 -0.879
O 1.561 1.118 -0.944 0.787 -1.151 -0.365 -0.352
S -1.360 -0.231 0.168 2.202 0.096 0.146 1.550
H -0.529 -2.274 1.103 -0.163 -0.104 0.009 0.236
H 0.600 -0.942 1.401 0.048 0.117 0.128 0.244
H 0.529 -1.706 -0.210 -0.006 0.103 -0.239 0.257
```
Forces are in eV/Å.

Values from the calculation:
ΔE to the lowest compared entry with this formula, charge and spin = 297.3 kJ/mol
molar mass = 125.105 u
HOMO = -10.6 eV
E_LUMO = -0.171 eV
orbital gap = 10.5 eV
E_tot = -21595.538 eV

***

# 5
# CAgNO5S2

A structure of composition CAgNO5S2 (wB97M-V/def2-TZVPD, the OMol25 dataset).

Geometry as XYZ:
```
10
Properties=species:S:1:pos:R:3:forces:R:3:nbo_charge:R:1
O -1.008 -0.856 1.926 0.186 -0.681 0.637 -0.737
C 0.159 -1.426 1.898 2.023 0.372 0.246 0.922
O 0.682 -2.051 2.819 -0.451 0.500 -1.434 -0.683
Ag -0.906 -0.380 -0.037 -0.324 -0.115 1.252 1.098
N -0.077 1.320 -1.358 0.287 0.380 -0.800 -1.055
S -1.128 0.841 -2.545 -0.070 -0.777 0.511 0.847
O -1.898 -0.310 -1.750 -0.615 1.558 -3.076 -1.027
S 1.458 1.710 -1.473 -0.304 0.776 1.367 1.205
O 0.816 -1.113 0.675 -0.465 -1.403 2.847 -0.706
O 1.902 2.265 -0.156 -0.267 -0.610 -1.551 -0.864
```
Forces are in eV/Å.

Values from the calculation:
charge = -1
multiplicity = 2
molar mass = 278.015 u
<S²> = 1.07
HOMO (alpha / beta) = -4.5 / -4.8 eV
E_LUMO (alpha / beta) = 2.040 / 1.965 eV
orbital gap (alpha / beta) = 6.5 / 6.8 eV
E_tot = -38432.628 eV

***

# 6
# C3H6S2

A structure of composition C3H6S2 (wB97M-V/def2-TZVPD, the OMol25 dataset).

Geometry as XYZ:
```
11
Properties=species:S:1:pos:R:3:forces:R:3:nbo_charge:R:1
C 1.435 -0.281 -0.534 -0.128 -3.069 0.997 -0.655
C 0.195 -0.347 0.597 0.952 0.599 -0.062 -0.550
C -0.822 0.559 0.021 0.081 3.674 1.809 -0.233
H 1.766 -1.719 -0.132 -0.077 4.281 -2.036 0.204
H 0.788 -0.232 -1.687 2.683 -0.208 3.588 0.252
H 2.484 0.595 -0.353 -3.908 -3.062 -0.574 0.292
H -0.384 -1.276 0.834 1.320 -0.299 -1.257 0.215
H 0.428 -0.133 1.688 0.359 0.725 -1.543 0.263
H -2.987 0.834 -0.207 -0.904 0.795 -0.357 0.144
S -2.306 -0.277 -0.196 0.134 -0.386 -0.244 0.143
S -0.598 2.276 -0.031 -0.512 -3.051 -0.322 -0.077
```
Forces are in eV/Å.

Values from the calculation:
ΔE to the lowest compared entry with this formula, charge and spin = 483.5 kJ/mol
molar mass = 106.215 u
HOMO = -8.6 eV
E_LUMO = -0.568 eV
orbital gap = 8.1 eV
E_tot = -24873.697 eV